Record 1
C4H6N2 | ωB97M-V/def2-TZVPD

Structure (XYZ):
```
12
Properties=species:S:1:pos:R:3
C 1.86661 0.26118 -0.27933
C 0.44120 0.12048 0.24595
C -0.74581 -0.47393 -1.08637
N -1.88139 -0.54838 -0.54795
N -1.98669 -0.31084 0.75190
C -0.38755 0.24649 1.27351
H 1.79085 0.67392 -1.29310
H 2.58405 0.88838 0.26971
H 2.32415 -0.73208 -0.38115
H -0.67905 -0.90463 -2.12316
H -2.81847 0.30599 0.83671
H -0.50789 0.47342 2.33329
```

Values from the calculation:
total charge = 0
LUMO level = 1.016 eV
2S+1 = 1
ΔE to the lowest compared entry with this formula, charge and spin = 94.3 kcal/mol
F_max = 3.3 eV Å⁻¹
orbital gap = 9.990 eV
M = 82.11 g/mol
SMILES = Cc1cn[nH]c1

Record 2
C4H6N2 | ωB97M-V/def2-TZVPD

Structure (XYZ):
```
12
Properties=species:S:1:pos:R:3
C 2.12740 1.79709 -0.69491
C 1.23225 1.06113 -0.53954
C -1.24623 0.06265 -0.77677
C 0.22644 0.03025 -0.34992
N -0.78107 -0.00330 0.60127
N -0.93720 -1.10251 1.42282
H 3.11575 2.25104 -0.59705
H -1.69875 1.03773 -1.19687
H -1.83154 -0.82207 -0.96204
H 0.93936 -1.53424 -0.43567
H -0.44385 -1.96786 1.15862
H -0.70256 -0.80992 2.37005
```

Values from the calculation:
total charge = 0
LUMO level = 0.327 eV
2S+1 = 1
ΔE to the lowest compared entry with this formula, charge and spin = 167.2 kcal/mol
F_max = 4.7 eV Å⁻¹
orbital gap = 9.726 eV
M = 82.11 g/mol